# C9H16N2O2

A cluster of 2 separate species, C9H16N2O2 in total (ωB97M-V/def2-TZVPD, the Open Molecules 2025 dataset).

CARTESIAN COORDINATES (ANGSTROEM)
C  1.820  -0.059  -0.250
C  2.123  0.755  0.921
C  2.836  -1.238  -0.254
C  1.946  0.866  -1.436
C  0.509  -0.680  -0.078
C  -3.494  -0.901  -0.309
C  -2.897  -1.192  0.833
C  -1.806  -0.352  1.345
C  -2.484  1.524  0.023
H  1.938  -0.036  1.715
H  3.171  1.142  0.888
H  1.446  1.657  1.099
H  2.194  -2.094  -0.962
H  3.752  -0.938  -0.929
H  3.090  -1.657  0.707
H  1.343  0.392  -2.364
H  2.996  1.200  -1.639
H  1.202  1.777  -1.254
H  -0.125  0.163  0.414
H  0.039  -0.937  -1.166
H  0.470  -1.744  0.502
H  -3.607  1.002  -1.388
H  -2.947  -2.160  1.222
H  -0.935  -0.769  1.897
H  -0.954  1.622  1.446
N  -3.301  0.508  -0.461
N  -1.662  0.959  0.991
O  -4.206  -1.471  -1.155
O  -2.457  2.659  -0.356

The energy relative to the best compared isomer or geometry (same formula, charge and spin) comes out at 5.027 eV. Its total charge is 0. Its gap between HOMO and LUMO is 9.25 eV. The HOMO energy comes out at -9.464 eV.

# C9H16N2O5

The molecule C9H16N2O5 (ωB97M-V/def2-TZVPD, the Open Molecules 2025 dataset).

CARTESIAN COORDINATES (ANGSTROEM)
C  -1.867  0.801  1.717
C  -0.820  -0.167  1.190
C  -2.280  1.787  0.536
C  -2.733  0.905  -0.589
C  1.533  -0.336  0.236
C  2.293  1.009  -0.397
C  1.816  -1.358  -0.855
C  1.175  -1.128  -2.204
C  1.366  -2.843  -0.146
H  -0.814  1.026  3.554
H  -1.926  2.257  3.108
H  -2.741  0.240  2.066
H  -1.619  2.574  0.250
H  -3.205  2.228  0.935
H  -3.734  1.100  -2.179
H  0.069  1.017  -0.215
H  1.824  -0.645  1.245
H  2.937  -1.286  -1.022
H  0.853  -2.117  -2.471
H  0.229  -0.659  -2.348
H  1.933  -0.886  -2.950
H  2.264  -3.037  0.558
H  1.352  -3.724  -0.765
H  0.495  -2.769  0.563
H  4.041  1.338  -1.060
N  -1.217  1.605  2.775
N  0.174  0.154  0.307
O  -0.821  -1.313  1.776
O  -2.338  -0.102  -1.026
O  -3.600  1.664  -1.344
O  1.763  2.091  -0.511
O  3.597  0.576  -0.733

The energy relative to the best compared isomer or geometry (same formula, charge and spin) comes out at 2.674 eV. Its total charge is 0. Its gap between HOMO and LUMO is 9.85 eV. The HOMO energy comes out at -9.314 eV.

# C9H16N2O5

A structure of composition C9H16N2O5 (ωB97M-V/def2-TZVPD, the Open Molecules 2025 dataset).

CARTESIAN COORDINATES (ANGSTROEM)
C  -0.064  2.160  1.723
C  0.532  1.136  0.732
C  0.084  1.434  3.120
C  -0.721  0.177  3.167
C  1.583  1.236  3.502
C  0.010  -0.516  -0.948
C  0.636  -0.086  -2.356
C  -1.220  -1.380  -1.183
C  -0.985  -2.727  -1.468
H  -2.003  2.483  2.139
H  -1.023  3.744  0.872
H  0.574  3.143  1.853
H  -0.184  2.240  3.848
H  -1.763  0.303  2.831
H  -0.353  -0.622  2.660
H  -0.545  0.013  4.308
H  2.299  1.101  2.508
H  1.860  2.285  3.683
H  1.796  0.436  4.404
H  -1.426  0.718  0.004
H  0.865  -1.190  -0.590
H  -1.997  -1.002  -1.783
H  -1.607  -1.137  -0.129
H  -0.971  -2.008  -3.403
H  2.081  0.405  -1.166
N  -1.353  2.617  1.240
N  -0.381  0.684  -0.170
O  1.713  0.733  0.679
O  -0.154  0.112  -3.443
O  -0.991  -3.622  -0.729
O  -0.511  -2.941  -2.750
O  1.868  0.391  -2.165

The energy relative to the best compared isomer or geometry (same formula, charge and spin) comes out at 6.157 eV. Its total charge is 0. Its gap between HOMO and LUMO is 10.19 eV. The HOMO energy comes out at -10.079 eV.

# C9H16N2O5S

The molecule C9H16N2O5S (ωB97M-V/def2-TZVPD, the Open Molecules 2025 dataset).

CARTESIAN COORDINATES (ANGSTROEM)
N  -0.245  1.896  3.269
C  -1.091  1.345  2.511
C  -1.312  1.715  1.056
C  -0.282  1.050  0.109
C  -0.885  -0.045  -0.796
C  -1.523  -1.220  -0.039
C  -0.627  -2.367  0.451
C  0.547  -1.914  1.293
N  1.817  -2.302  0.878
O  0.390  -1.276  2.305
C  0.089  -0.500  -1.915
C  1.419  0.218  -1.858
O  2.265  -0.170  -2.899
O  1.166  1.613  -2.072
S  0.395  2.379  -0.900
O  1.368  3.075  -0.109
O  -0.671  3.111  -1.509
H  0.270  2.627  2.770
H  -1.706  0.542  2.918
H  -1.195  2.801  1.002
H  -2.326  1.488  0.722
H  0.569  0.706  0.700
H  -1.716  0.455  -1.305
H  -2.233  -1.679  -0.735
H  -2.129  -0.847  0.791
H  -1.241  -2.997  1.101
H  -0.288  -2.982  -0.385
H  2.510  -1.567  0.936
H  1.832  -2.753  -0.026
H  0.242  -1.580  -1.945
H  -0.339  -0.222  -2.882
H  1.931  0.082  -0.897
H  2.999  -0.682  -2.543

The energy relative to the best compared isomer or geometry (same formula, charge and spin) comes out at 2.080 eV. Its total charge is 0. Its gap between HOMO and LUMO is 9.87 eV. The HOMO energy comes out at -9.913 eV.

# C9H16N2O5S

The molecule C9H16N2O5S (ωB97M-V/def2-TZVPD, the Open Molecules 2025 dataset).

CARTESIAN COORDINATES (ANGSTROEM)
C  -1.518  -0.340  -0.008
C  -0.021  0.067  -0.072
C  -2.398  0.871  -0.489
C  -3.734  0.286  -0.949
C  -6.354  -0.363  -0.637
C  2.140  -0.218  0.667
C  2.507  1.240  0.493
C  2.853  -0.869  -0.615
C  4.369  -1.078  -0.422
H  -2.000  -0.516  2.137
H  -2.578  -1.649  1.005
H  -1.647  -1.116  -0.783
H  -1.873  1.467  -1.312
H  -2.607  1.608  0.344
H  -3.617  -0.420  -1.695
H  -4.274  1.108  -1.459
H  -6.072  -0.949  -1.575
H  -7.350  -0.799  -0.206
H  -6.689  0.544  -1.183
H  0.497  -1.408  1.382
H  2.767  -0.585  1.537
H  2.626  -2.030  -0.561
H  2.618  -0.322  -1.564
H  4.770  0.877  -1.021
H  2.107  2.838  1.239
N  -1.797  -1.050  1.257
N  0.765  -0.579  0.782
O  0.416  0.970  -0.839
O  3.377  1.767  -0.149
O  4.713  -2.187  -0.024
O  5.215  -0.030  -0.811
O  1.597  1.906  1.182
S  -4.942  -0.265  0.423

The energy relative to the best compared isomer or geometry (same formula, charge and spin) comes out at 2.359 eV. Its total charge is 0. Its gap between HOMO and LUMO is 9.42 eV. The HOMO energy comes out at -8.939 eV.

# C9H16N2O6

The molecule C9H16N2O6 (ωB97M-V/def2-TZVPD, the Open Molecules 2025 dataset).

CARTESIAN COORDINATES (ANGSTROEM)
C  -1.735  -1.228  -0.388
C  -0.455  -0.538  -0.676
C  -3.103  -0.271  -0.155
C  -2.957  0.874  0.744
C  1.964  -0.405  -0.229
C  2.818  -1.670  -0.389
C  2.302  0.426  0.933
C  1.441  1.778  1.084
C  1.392  2.646  -0.157
H  -2.253  -1.870  1.436
H  -1.836  -3.198  0.653
H  -2.081  -1.764  -1.327
H  -4.042  -0.812  0.291
H  -2.683  -0.262  -1.954
H  -1.892  1.248  0.748
H  -3.065  0.673  1.799
H  -3.504  1.771  0.578
H  0.477  -1.854  0.454
H  1.698  0.016  -1.234
H  3.468  0.750  0.898
H  2.097  -0.138  2.023
H  0.478  1.390  1.305
H  1.845  2.309  1.923
H  2.390  3.271  -1.479
H  2.941  -2.237  -2.524
N  -1.638  -2.259  0.679
N  0.587  -0.956  0.043
O  -0.475  0.521  -1.295
O  -3.331  0.254  -1.472
O  2.964  -2.345  0.601
O  0.389  3.157  -0.580
O  2.594  2.740  -0.685
O  3.208  -2.016  -1.650

The energy relative to the best compared isomer or geometry (same formula, charge and spin) comes out at 4.124 eV. Its total charge is 0. Its gap between HOMO and LUMO is 9.80 eV. The HOMO energy comes out at -9.547 eV.

# C9H16N2O6

The molecule C9H16N2O6 (ωB97M-V/def2-TZVPD, the Open Molecules 2025 dataset).

CARTESIAN COORDINATES (ANGSTROEM)
C  -2.215  -0.097  0.723
C  -1.101  -1.000  0.106
C  -3.201  0.415  -0.390
C  -3.977  -0.722  -1.070
C  1.175  -1.021  -0.721
C  1.924  -1.507  0.559
C  2.068  -0.183  -1.588
C  2.945  0.888  -0.903
C  2.212  1.952  -0.107
H  -1.158  0.650  2.227
H  -2.319  1.716  1.570
H  -2.855  -0.716  1.396
H  -2.647  0.950  -1.189
H  -4.669  0.728  0.750
H  -3.256  -1.402  -1.556
H  -4.580  -1.253  -0.302
H  -4.662  -0.357  -1.854
H  -0.090  0.566  0.014
H  0.881  -1.904  -1.333
H  1.452  0.343  -2.331
H  2.764  -0.826  -2.162
H  3.526  1.415  -1.685
H  3.706  0.395  -0.282
H  0.681  2.991  -0.013
H  3.188  -2.770  1.115
N  -1.579  1.046  1.383
N  -0.057  -0.354  -0.356
O  -1.277  -2.227  0.001
O  -4.159  1.296  0.151
O  1.753  -1.158  1.673
O  2.667  2.573  0.823
O  0.981  2.254  -0.562
O  2.848  -2.454  0.264

The energy relative to the best compared isomer or geometry (same formula, charge and spin) comes out at 0.390 eV. Its total charge is 0. Its gap between HOMO and LUMO is 10.18 eV. The HOMO energy comes out at -9.603 eV.

# C9H16N2OS

The molecule C9H16N2OS (ωB97M-V/def2-TZVPD, the Open Molecules 2025 dataset).

CARTESIAN COORDINATES (ANGSTROEM)
C  -0.252  0.450  0.137
C  0.137  -0.642  1.114
C  1.721  -1.083  -0.504
C  -1.132  2.513  -0.942
C  -1.845  1.974  1.431
C  -2.638  0.496  -0.506
C  3.444  -1.385  -2.136
C  1.224  -2.773  1.281
C  -1.476  1.374  0.120
N  2.761  -1.708  -0.874
N  1.013  -1.540  0.633
O  -0.441  -0.824  2.330
S  0.859  0.284  -1.229
H  -1.818  3.333  -0.975
H  -0.264  2.998  -0.459
H  -0.941  2.127  -1.987
H  -2.832  1.725  1.923
H  -2.216  2.966  1.194
H  -0.877  2.004  2.069
H  -3.123  -0.143  0.243
H  -2.205  -0.274  -1.174
H  -3.246  1.098  -1.132
H  3.145  -0.341  -2.615
H  3.267  -2.107  -2.946
H  4.469  -1.284  -2.039
H  1.931  -3.338  0.667
H  1.675  -2.628  2.253
H  0.308  -3.291  1.412
H  -0.649  0.021  2.714

The energy relative to the best compared isomer or geometry (same formula, charge and spin) comes out at 2.588 eV. Its total charge is 0. Its gap between HOMO and LUMO is 7.34 eV. The HOMO energy comes out at -6.720 eV.